Record 1
{"formula": "C25H31F3N2O2", "method": "the ωB97M-V functional and the def2-TZVPD basis", "total_charge": 0, "relative_energy_kj_mol": 3.3, "smiles": "COc1ccc(C(=O)N(C)CC2CCN(CCc3cccc(C(F)(F)F)c3)CC2)cc1C", "elements": ["C", "H", "C", "H", "H", "H", "H", "H", "C", "O", "C", "C", "H", "C", "H", "H", "C", "H", "C", "H", "N", "F", "H", "O", "C", "C", "H", "H", "C", "C", "H", "H", "C", "C", "H", "C", "H", "H", "F", "N", "H", "C", "H", "H", "H", "H", "C", "F", "C", "H", "C", "C", "H", "C", "H", "H", "C", "C", "C", "H", "C", "H", "H"], "xyz": [[-0.9702, -1.4097, -5.8238], [-0.9264, -1.5318, 0.1937], [2.1998, -3.3552, 1.5122], [3.2466, -3.4912, 1.7914], [0.6115, -0.6851, 0.4435], [0.3262, 6.3863, 6.4012], [1.4110, 4.3269, 6.1285], [1.7048, -4.3269, 1.5559], [2.1217, -2.8475, 0.0747], [1.2780, 1.1554, 1.7110], [0.6160, -2.3508, -1.7323], [0.1061, -1.6606, 0.5232], [-0.0651, 5.2341, 7.7100], [-0.5574, 4.0766, 5.2966], [-3.2620, 3.0702, 3.4810], [-0.7200, -2.5444, -7.6249], [-1.3426, 3.3539, 4.3823], [1.4203, -2.9262, 3.4610], [-0.5465, -3.7593, -5.8626], [-1.3410, 1.7994, 2.9231], [0.7375, -2.6636, -0.3220], [-1.7163, -0.2615, -7.7615], [-1.1805, -0.5122, -3.8929], [-1.2106, 5.0538, 5.9879], [-1.1509, -0.1096, -6.5523], [0.5933, 2.0265, 3.8000], [1.1565, -1.4051, 5.0835], [-2.8953, 4.7432, 3.9397], [-0.8102, -2.6195, -3.7504], [0.7900, 3.7737, 5.4416], [1.3126, -2.9933, -2.2791], [0.9191, 0.3180, 5.4082], [-0.8025, -2.6381, -2.2531], [-0.4817, 5.8389, 6.8976], [-0.3898, -1.3644, 2.5901], [1.5045, -2.4112, 2.4962], [2.5720, -3.5938, -0.5865], [3.2850, -1.4032, 3.1883], [0.0245, 0.5168, -6.7705], [1.6753, -0.1328, 3.5186], [-1.4977, -1.8903, -1.8722], [2.3363, -1.1352, 2.7092], [-1.1957, 6.5500, 7.3105], [-0.3698, -4.6704, -6.4136], [2.5578, -0.3671, 5.4020], [0.8840, -1.3026, -1.9510], [-1.0003, -1.4273, -4.4370], [-1.9180, 0.7659, -5.8841], [1.5714, -0.4075, 4.9288], [2.5474, -0.6610, 1.7502], [-0.7512, 2.3491, 3.6421], [0.0954, -2.1248, 1.9756], [2.4110, 2.5347, 4.8135], [-2.7904, 3.6993, 4.2305], [-1.1045, -3.6179, -1.8819], [-0.4284, -4.7121, -3.9540], [-0.7399, -2.5723, -6.5466], [-0.5798, -3.7807, -4.4797], [1.2056, 0.9872, 2.9171], [-3.3067, 3.5752, 5.1814], [1.3595, 2.7531, 4.6982], [2.7008, -1.9135, -0.0324], [-0.4909, -3.0437, 2.0421]], "atomic_forces_ev_per_a": [[-0.03, 0.04, -0.06], [0.02, 0.07, 0.01], [0.05, 0.17, -0.01], [0.06, -0.06, 0.02], [-0.05, -0.05, -0.06], [-0.03, -0.04, 0.02], [0.02, 0.08, 0.07], [0.05, -0.06, 0.00], [0.09, -0.19, 0.10], [-0.12, 0.15, -0.24], [-0.23, -0.17, 0.05], [-0.19, -0.04, 0.12], [-0.01, 0.02, -0.05], [0.02, -0.17, -0.14], [-0.05, -0.03, -0.04], [-0.01, -0.01, -0.09], [-0.03, 0.13, 0.14], [0.00, 0.01, -0.07], [0.04, -0.01, -0.07], [-0.10, -0.03, -0.10], [0.10, -0.05, -0.03], [-0.06, -0.23, -0.10], [-0.04, 0.09, 0.07], [-0.12, -0.30, -0.32], [0.06, 0.31, -0.19], [0.07, 0.32, 0.01], [-0.01, 0.00, 0.04], [-0.11, 0.06, -0.02], [-0.11, 0.07, -0.06], [-0.07, 0.26, 0.21], [-0.01, 0.07, 0.00], [0.06, -0.13, 0.02], [0.34, 0.09, 0.04], [0.14, 0.16, 0.19], [-0.07, -0.01, 0.05], [-0.04, 0.02, 0.07], [0.02, 0.10, 0.01], [-0.01, 0.01, -0.04], [0.16, -0.08, 0.07], [0.12, -0.10, 0.00], [-0.08, -0.04, 0.03], [0.00, -0.15, -0.31], [0.09, -0.03, 0.00], [0.01, -0.09, -0.04], [-0.03, -0.02, 0.05], [0.05, -0.04, -0.03], [0.01, -0.09, -0.19], [-0.10, -0.04, 0.25], [-0.05, -0.04, 0.25], [0.09, -0.08, 0.12], [0.20, 0.03, 0.13], [0.11, 0.13, -0.05], [0.11, -0.04, 0.03], [0.05, 0.03, 0.05], [-0.04, 0.01, 0.03], [0.00, -0.12, 0.07], [-0.04, 0.15, 0.07], [-0.02, 0.08, 0.02], [0.02, 0.06, 0.12], [-0.12, 0.02, 0.02], [-0.16, -0.19, -0.23], [0.01, -0.02, -0.06], [-0.06, 0.01, 0.02]]}

Record 2
{"formula": "C25H31I2O11P", "method": "the ωB97M-V functional and the def2-TZVPD basis", "total_charge": 0, "smiles": "C[C@@H](I)[C@@H](I)C1=CC(=O)c2ccc(P(C)C)c(COCOCCO)c2C1=O.O=C1OCCO1.O=C1OCCO1", "elements": ["C", "H", "H", "H", "C", "C", "H", "C", "O", "H", "H", "C", "H", "C", "H", "C", "C", "H", "O", "H", "H", "H", "H", "H", "H", "H", "O", "P", "H", "C", "C", "C", "O", "I", "C", "C", "H", "C", "I", "O", "C", "H", "H", "C", "C", "C", "O", "H", "H", "O", "C", "H", "C", "H", "O", "H", "H", "C", "H", "H", "C", "O", "H", "C", "O", "O", "H", "H", "C", "C"], "xyz": [[-1.8379, -1.5685, 0.5545], [2.7739, -2.6554, 1.3265], [-0.7710, 1.6088, 3.2556], [-3.0896, 1.0562, -3.1311], [-1.3690, -1.0787, 1.8672], [-1.3827, 1.5884, 4.1974], [2.7395, -4.3139, 3.0643], [5.4134, -3.5780, 2.7346], [0.5950, 3.7993, -4.4533], [-0.0651, 1.4455, -3.5424], [-4.0040, -0.7573, 6.0048], [-1.4063, -1.4141, -2.0265], [-2.2349, 2.3007, 4.0261], [1.9329, 0.1764, 3.0710], [0.5596, 0.7198, -7.3531], [0.1474, -0.8496, 1.9971], [0.5851, 3.2479, -5.5074], [-2.4589, 0.4849, -4.7551], [-4.5314, -3.0536, -1.4129], [-0.7818, 1.8926, 5.0892], [2.0175, 2.5754, -7.8064], [2.5173, -0.3867, 2.2949], [-3.3141, 0.9280, 6.2818], [-2.2666, 2.2581, -4.1811], [3.7248, 2.0473, 2.9547], [2.3982, 3.6109, 0.6000], [0.8485, 3.8522, -6.6949], [-2.0076, -0.1723, 4.5439], [0.4475, -0.0976, 1.2043], [-2.2754, 1.1778, -3.8976], [-3.8481, -1.1263, 2.5850], [-3.6083, 0.1604, 5.5121], [4.7292, -4.7534, 2.7762], [1.5562, -0.9116, -3.0390], [0.9619, 2.8269, -7.6781], [2.9605, 2.0691, 2.1303], [0.5589, 3.1588, -8.6340], [-0.9149, 0.8514, -3.1315], [-1.2022, 1.6077, -1.0934], [0.6460, -0.3855, 3.2455], [-4.2915, -1.6134, 1.2862], [3.4910, 4.2638, 1.9443], [-0.8911, 1.7447, -7.3400], [-2.4187, -0.8467, 2.8544], [-0.8560, -1.8566, -0.6342], [-3.6341, -2.2906, -1.1680], [0.3074, 1.9257, -5.6771], [3.9499, -3.5655, 0.3557], [0.6827, 3.7291, 1.8087], [6.4659, -3.3934, 3.2557], [0.1691, 1.6989, -7.0777], [-5.3696, -1.8113, 1.0785], [2.6368, 3.5785, 1.6996], [3.2951, 1.4474, 1.2509], [1.7358, 1.5498, 2.6929], [-4.6342, -0.9756, 3.3574], [-3.1512, -1.3288, -3.2559], [-3.2628, -1.8203, 0.2790], [3.0745, -5.3701, 1.6766], [-0.9118, -1.1703, -4.1271], [3.4310, -4.5092, 2.2405], [1.4312, 4.0056, 2.3624], [0.6613, -1.8297, 1.7695], [3.6502, -3.3015, 1.3729], [0.1937, -2.4236, -0.4595], [4.7359, -2.6400, 2.0168], [-4.3469, 0.6284, 4.8039], [2.4273, 0.1925, 4.0782], [-2.7253, -1.6473, -2.2711], [-0.5890, -0.7124, -3.1526]], "atomic_forces_ev_per_a": [[-1.32, 0.22, 0.69], [0.15, 0.08, 0.01], [-0.36, -0.12, 1.19], [0.50, 0.01, -1.06], [-2.35, -0.69, -1.01], [-0.73, 0.03, -0.52], [0.04, 0.03, -0.02], [0.47, 0.04, 0.24], [-0.07, -0.24, -0.20], [-0.87, -0.65, 0.51], [0.31, 0.74, -0.47], [-0.66, -0.48, -0.23], [0.66, -0.56, 0.36], [-0.68, 0.71, 0.75], [0.00, 0.02, 0.22], [0.37, -0.26, -0.81], [0.09, 0.41, 0.36], [0.28, 0.73, 0.52], [0.15, 0.42, -0.01], [-0.41, -0.12, -0.91], [-0.04, -0.01, 0.05], [-0.29, 0.43, 0.60], [-0.32, -0.84, -0.69], [-0.02, -0.94, -0.02], [-0.34, 0.03, -0.89], [0.76, -0.05, 0.88], [-0.16, -0.31, 0.33], [0.80, 0.07, 0.61], [-0.37, -0.82, 0.56], [0.38, 0.01, 1.35], [1.21, -0.59, -2.10], [0.17, 0.68, -1.08], [0.14, 0.41, -0.12], [-0.32, -0.13, -0.05], [0.23, 0.06, -0.58], [-0.32, 0.86, 0.47], [0.01, 0.17, 0.14], [-0.53, -0.26, -0.98], [0.47, -0.11, -0.45], [0.41, -0.12, -0.29], [2.33, 0.27, 0.70], [-0.96, -0.61, -0.17], [0.03, 0.05, 0.03], [-1.42, 0.17, -0.76], [-1.19, 0.54, 0.49], [1.16, 1.14, 0.48], [0.16, 0.40, -0.28], [0.00, 0.00, 0.04], [0.47, 0.04, 0.40], [-0.26, -0.04, -0.13], [-0.22, -0.54, -0.30], [1.16, 0.15, 0.11], [-0.78, -0.93, -0.45], [-0.21, 0.58, 0.82], [1.12, -1.21, -0.95], [0.96, 0.00, -0.58], [0.15, -0.74, 1.03], [0.63, 0.36, 0.66], [0.18, -0.05, 0.10], [0.48, 0.64, 0.88], [-0.49, -0.37, 0.05], [0.64, 0.39, -0.39], [-0.59, 0.98, 0.08], [-0.37, 0.23, -0.48], [-0.28, 0.32, -0.42], [0.08, -0.32, 0.24], [0.33, -0.41, 0.96], [-0.27, -0.40, -0.90], [0.53, -0.07, 0.60], [-0.80, 0.56, 0.78]]}

Record 3
{"formula": "C25H31IN2O4Si", "method": "the ωB97M-V functional and the def2-TZVPD basis", "total_charge": 0, "smiles": "C[C@H](I)C[Si@H](C)CCCc1ccccc1.O=[N+]([O-])c1ccccc1.O=[N+]([O-])c1ccccc1", "elements": ["H", "H", "H", "H", "H", "H", "C", "C", "H", "C", "H", "O", "H", "O", "C", "C", "H", "C", "H", "H", "C", "H", "H", "H", "C", "H", "H", "C", "C", "C", "C", "H", "H", "H", "C", "O", "H", "C", "Si", "O", "H", "C", "C", "C", "H", "C", "H", "H", "C", "C", "C", "C", "H", "H", "N", "C", "I", "H", "C", "N", "C", "H", "H", "H"], "xyz": [[-4.4729, -1.6850, -5.3410], [-0.3924, -2.9343, 2.8546], [7.7515, 1.2310, 1.7726], [0.4604, 3.1116, 1.2615], [5.6588, 1.7799, -1.8900], [-0.1563, 1.4842, -2.0813], [-2.7882, -4.3839, 4.7753], [1.7857, 2.7749, -0.4481], [-3.7557, -4.8535, 4.6810], [6.6983, 0.9807, 1.7446], [1.8843, 1.7652, -0.8470], [-2.1224, -3.6667, 1.3758], [5.6438, -0.8461, 1.1715], [-3.8494, -4.5767, 2.2841], [-1.3490, -0.1483, -1.3815], [6.5788, -0.3345, 0.9861], [2.6169, 2.9909, 1.5584], [-0.6098, 1.0182, -1.2180], [-1.4356, -0.5728, -2.3670], [-2.2206, -0.6421, 1.8495], [-6.7165, 0.8445, -5.1477], [-6.8930, -1.2467, -5.5974], [3.9569, 2.0715, -2.1935], [-0.1701, 3.6548, -0.2858], [2.9573, 3.0405, 0.5267], [3.3393, 4.0516, 0.3840], [6.5931, 2.6783, 0.4832], [5.9120, 2.1742, 1.1712], [-6.2223, -0.4391, -5.3388], [-2.1237, -3.9116, 3.6590], [-0.8866, -3.2994, 3.7430], [-2.6901, -4.6104, 6.8997], [1.8512, 3.4388, -1.3046], [-2.4848, -1.6819, -0.4060], [-1.9306, -0.7679, -0.2738], [-2.2022, -1.0440, -4.8671], [-0.9217, 1.4430, 2.1152], [-1.7775, -0.1797, 0.9789], [4.3090, 1.7658, 0.2380], [-1.8847, 1.0201, -4.3569], [-3.8236, 2.4410, -4.4050], [-0.9427, -3.6360, 6.1224], [4.6557, 1.4861, -1.5984], [-1.0402, 0.9906, 1.1408], [-7.7758, 1.0358, -5.2563], [-4.5004, 1.6420, -4.6674], [-0.4755, -3.5316, 7.0927], [7.3646, -1.0054, 1.3293], [-0.4303, 1.6060, 0.0402], [-2.1871, -4.2437, 6.0157], [-0.2956, -3.1622, 4.9887], [-4.8675, -0.6907, -5.1955], [3.7739, 0.4972, 0.7913], [4.4641, 0.4426, -1.8313], [-2.5936, 0.0921, -4.6882], [0.3886, 2.8596, 0.2093], [6.1243, 0.6227, 3.7915], [-6.2428, 2.8819, -4.6674], [-4.0299, 0.3564, -4.8593], [-2.7487, -4.0670, 2.3353], [-5.8566, 1.8830, -4.8151], [0.6715, -2.6864, 5.0734], [5.6902, 2.8798, 1.9661], [6.7364, -0.1889, -0.0816]], "atomic_forces_ev_per_a": [[0.10, 0.03, 0.03], [-0.08, -0.03, -0.06], [0.13, 0.15, 0.37], [0.04, 0.06, 0.17], [0.18, -0.12, -0.03], [0.01, 0.01, -0.16], [-0.11, -0.07, 0.11], [0.02, -0.32, 0.58], [0.00, 0.01, -0.11], [-0.25, -0.06, -0.37], [-0.03, -0.11, -0.14], [-0.04, -0.02, -0.10], [-0.29, 0.06, -0.17], [0.00, -0.02, -0.01], [0.14, 0.19, 0.53], [0.44, -0.15, 0.30], [0.03, -0.13, 0.17], [-0.01, 0.07, 0.30], [-0.05, -0.15, -0.13], [-0.08, -0.08, 0.06], [0.02, 0.00, 0.00], [0.00, -0.01, 0.00], [-0.05, 0.07, -0.11], [-0.04, 0.25, 0.16], [0.18, 0.17, -0.55], [0.06, 0.13, 0.05], [-0.03, 0.17, -0.15], [-0.06, -0.37, -0.04], [-0.01, 0.10, 0.02], [0.07, 0.00, 0.13], [0.15, 0.09, -0.04], [-0.01, -0.01, 0.00], [0.03, 0.12, -0.09], [-0.09, -0.15, 0.13], [0.28, 0.55, -0.17], [0.00, -0.01, -0.01], [-0.03, -0.05, 0.16], [0.04, -0.04, -0.04], [0.07, -0.12, 0.26], [0.04, 0.07, -0.08], [0.08, -0.07, 0.01], [-0.01, 0.00, -0.02], [-0.41, 0.26, 0.35], [0.14, 0.02, -0.65], [0.00, 0.00, -0.01], [-0.02, 0.17, 0.03], [0.00, 0.01, 0.00], [0.06, -0.09, 0.01], [-0.34, -0.59, 0.24], [0.09, 0.05, -0.02], [-0.06, -0.04, 0.07], [-0.06, -0.16, -0.05], [-0.08, -0.01, 0.00], [0.21, -0.14, -0.14], [0.03, -0.03, 0.06], [-0.18, 0.00, -0.75], [0.07, 0.02, 0.03], [0.01, 0.01, 0.01], [-0.14, 0.03, -0.02], [-0.01, 0.06, 0.02], [-0.04, -0.09, -0.02], [0.01, 0.01, -0.02], [0.03, 0.19, 0.06], [-0.12, 0.12, -0.16]]}

Record order is preserved below.
Frontier orbital gap: 0.3349, 0.2527, 0.3016 Eh
Record order is preserved below.
Strongest force on any atom: 0.45, 2.65, 0.77 eV/A